No. 1
68
Properties=species:S:1:pos:R:3:forces:R:3:mulliken_charge:R:1 method="wB97M-V/def2-TZVPD" e_above_lowest_ev=0.000
Mg 0.03815 0.19902 0.23628 0.0 0.1 -0.3 0.659
C -0.21974 5.95980 -6.25004 0.0 0.0 0.0 -0.862
O 0.75664 5.07848 -5.73219 0.0 0.0 0.0 -0.438
C 1.41715 5.46860 -4.61034 0.0 -0.1 0.0 0.874
C 1.17984 6.65700 -3.93287 0.0 0.0 0.0 -0.409
C 1.92512 6.94820 -2.79611 0.0 0.0 -0.1 -0.503
C 2.85671 6.05282 -2.30398 0.1 0.0 0.1 -0.042
C 3.11679 4.87585 -3.00958 0.0 0.0 0.1 -0.183
C 2.40439 4.59119 -4.15282 -0.1 0.1 -0.1 -0.670
N 3.60330 6.49293 -1.15079 0.0 0.0 -0.1 -0.379
N 3.85236 5.76487 -0.18161 0.0 -0.1 0.1 -0.590
C 3.30678 4.43820 -0.05969 0.0 0.2 -0.2 0.011
C 4.17967 3.41274 0.18604 0.0 -0.1 0.0 -0.517
C 3.75801 2.07664 0.28537 0.0 0.1 0.0 -0.904
C 2.41622 1.74864 0.18490 0.0 0.1 0.0 0.779
O 1.94197 0.54193 0.26608 0.2 -0.1 0.0 0.133
C 1.48601 2.83869 0.00802 0.0 0.0 0.0 0.413
N 0.17423 2.48382 -0.02185 0.0 -0.2 0.0 -0.785
C -0.73387 3.42344 -0.11615 0.0 0.0 -0.1 -0.098
C -0.41165 4.79103 -0.18173 0.0 -0.1 0.0 -1.118
C 0.90194 5.16338 -0.17404 0.0 0.0 0.0 -0.518
C 1.91018 4.17624 -0.09476 0.1 0.0 0.0 0.628
H -0.61191 5.48342 -7.14415 0.0 0.0 0.0 0.235
H 0.21942 6.92543 -6.51582 0.0 0.0 0.0 0.351
H -1.03274 6.11489 -5.53503 0.0 0.0 0.0 0.344
H 0.44272 7.36570 -4.28109 0.0 0.0 0.0 0.402
H 1.77623 7.88628 -2.27616 0.0 0.0 0.0 0.451
H 3.87363 4.18479 -2.66746 0.0 0.0 0.1 0.450
H 2.59262 3.68701 -4.71575 0.0 0.0 0.0 0.446
H 5.23301 3.65061 0.27539 0.0 0.0 0.0 0.393
H 4.47711 1.28704 0.45726 0.0 0.0 0.0 0.453
H -1.76812 3.10051 -0.13795 0.0 0.0 0.0 0.341
H -1.20240 5.52605 -0.23274 0.0 0.0 0.0 0.431
H 1.17838 6.20801 -0.21367 0.0 0.0 0.0 0.620
Cl -0.80847 0.66391 2.66481 -0.1 -0.1 0.2 -0.265
C -2.08976 -0.54527 2.46998 0.1 0.2 0.0 0.911
C -2.43309 -1.29450 3.57624 -0.1 -0.1 0.0 -0.746
C -3.33438 -2.33708 3.41950 0.0 0.0 0.1 -0.471
C -3.86041 -2.58710 2.15829 0.0 0.0 0.0 -0.786
C -3.50492 -1.80216 1.07480 0.0 0.0 0.0 -0.314
C -2.59448 -0.73549 1.17926 0.0 -0.1 0.0 0.249
C -2.12025 0.03666 0.01972 -0.1 0.0 0.1 -1.102
H -1.98128 -1.07956 4.53467 0.0 0.0 0.0 0.407
H -3.61278 -2.94483 4.26932 0.0 0.0 0.0 0.376
H -4.56769 -3.39530 2.02007 0.0 0.0 0.0 0.382
H -3.94178 -1.99894 0.10258 0.0 0.0 0.0 0.416
H -2.37099 1.09370 0.15324 0.0 0.0 0.0 0.455
H -2.61137 -0.31280 -0.88940 0.0 0.0 0.0 0.379
C 0.37125 -2.68438 1.35469 0.0 0.0 0.0 0.210
C 0.55585 -4.21462 1.21222 0.0 0.0 0.1 -0.931
N 0.99496 -4.55434 -0.13880 0.0 0.0 0.0 -0.160
C 2.20856 -3.79706 -0.43832 0.0 0.0 0.0 -0.898
C 1.91780 -2.27892 -0.43243 0.0 0.1 -0.1 -0.654
N 0.53545 -2.02971 0.03422 0.0 0.0 0.1 0.035
C -0.40576 -2.66932 -0.91131 0.0 0.0 0.0 -0.172
C -0.04289 -4.16199 -1.08890 0.0 0.0 0.0 -0.831
H 1.10993 -2.24690 2.03057 0.0 0.0 0.0 0.502
H -0.62009 -2.44545 1.73660 0.0 0.0 0.0 -0.514
H -0.38152 -4.73803 1.41017 0.0 0.0 0.0 0.386
H 1.29754 -4.58650 1.92165 0.0 0.0 0.0 0.293
H 2.58926 -4.11865 -1.40963 0.0 0.0 0.0 0.322
H 2.96108 -4.05436 0.30955 0.0 0.0 0.0 0.333
H 2.01051 -1.84353 -1.42953 0.0 0.0 0.0 0.452
H 2.59121 -1.72268 0.21418 0.0 0.0 0.0 0.354
H -0.36747 -2.12668 -1.85870 0.0 0.0 0.0 0.489
H -1.40836 -2.54497 -0.50542 0.0 0.0 0.0 -0.116
H 0.33367 -4.36064 -2.09420 0.0 0.0 0.0 0.219
H -0.92021 -4.79349 -0.93562 0.0 0.0 0.0 0.392



No. 2
12
Properties=species:S:1:pos:R:3:forces:R:3:mulliken_charge:R:1 method="wB97M-V/def2-TZVPD" e_above_lowest_ev=6.002
C -0.07300 -1.23254 0.08940 -1.1 -5.0 -1.2 0.657
C -0.50620 1.91850 0.03385 1.1 1.7 -3.9 0.159
C -0.10642 -1.12321 -1.40396 1.8 7.1 -8.2 0.271
H -0.78225 -3.15998 0.12440 0.8 0.8 -0.6 0.255
H 0.77319 -0.38291 2.06547 -2.2 -0.1 -5.4 0.385
H 1.52885 1.44330 0.34185 -2.9 0.0 0.7 0.329
H 0.02561 2.90797 -0.41981 -1.5 -1.3 1.5 0.218
N -0.25926 -2.44129 0.63484 0.1 3.5 0.1 -0.718
N 0.35581 -0.17176 0.78183 2.8 0.7 7.8 -0.313
N 0.49805 1.22975 0.66375 2.3 -1.8 -1.6 -0.352
N 0.10328 -0.48948 -2.51518 -1.9 -6.0 9.4 -0.444
O -1.55766 1.50165 -0.39645 0.8 0.4 1.5 -0.447



No. 3
57
Properties=species:S:1:pos:R:3:forces:R:3:mulliken_charge:R:1 method="wB97M-V/def2-TZVPD" multiplicity=2 total_charge=+1
O 0.22259 0.02283 0.43595 -1.6 -0.8 -0.2 0.065
H 0.43906 0.87922 0.06001 1.1 1.8 -1.0 0.309
H 1.01680 -0.39877 0.77222 1.6 -0.6 0.5 0.290
H -0.43587 0.18774 1.11479 -0.6 -0.6 0.5 0.416
Cl 0.09377 1.19829 3.93979 0.1 -1.1 -0.9 1.715
O -0.30452 2.59230 3.99730 0.3 -0.7 0.4 -0.376
O 0.23012 0.70384 5.30880 -0.5 0.7 -0.5 -0.381
O -1.00222 0.46987 3.30621 0.4 0.6 0.7 -0.477
O 1.29051 0.96499 3.21120 -0.3 0.6 0.2 -0.492
C -2.89667 -3.42724 2.23903 0.0 -2.0 0.2 -1.534
C -1.49210 -3.21981 1.82797 0.3 0.0 0.7 0.416
C -0.94697 -4.38214 0.93491 0.7 1.9 -0.1 -0.990
O -1.50991 -1.97590 1.13529 1.5 0.5 -1.3 -0.307
H -2.85139 -4.38216 2.76264 -0.7 -0.1 0.3 0.418
H -3.43037 -3.60906 1.30618 -0.6 0.3 0.3 0.338
H -3.29839 -2.65974 2.90060 -0.1 0.0 -0.3 0.448
H -0.88455 -3.07484 2.72125 0.4 -0.3 0.1 0.252
H -1.54903 -4.32182 0.02827 0.1 -0.7 -0.1 0.317
H -0.72330 -5.36734 1.34410 -1.3 0.0 0.5 0.407
H 0.08611 -4.16167 0.66612 0.1 0.7 -0.4 0.073
H -2.12105 -1.35791 1.54297 -0.3 -0.4 0.2 0.211
C -2.62621 -1.05662 -2.20183 -0.8 -0.4 -1.4 -1.075
C -2.87698 0.44571 -2.28012 1.5 0.2 1.9 0.714
C -4.26903 0.96814 -2.05938 0.2 -0.5 0.8 -1.457
O -1.98421 1.04662 -1.27706 -0.6 0.5 -0.2 -0.445
H -2.85279 -1.69377 -1.34696 -0.6 0.9 0.6 0.157
H -1.59180 -1.34612 -2.38699 0.1 0.5 -0.5 0.286
H -3.26470 -1.39741 -3.01687 0.2 -0.8 -0.2 0.435
H -2.49565 0.86117 -3.21290 -0.2 -0.5 -0.5 0.172
H -4.28044 2.05222 -2.17225 -0.2 -0.1 -0.5 0.350
H -4.52321 0.81036 -1.01124 -0.1 -0.2 0.1 0.331
H -4.98053 0.40265 -2.66112 -0.1 0.5 -0.2 0.368
H -1.18675 1.11783 -1.80676 0.6 0.1 0.4 0.301
C 3.60980 3.05153 -0.92486 -1.0 -0.5 0.2 -1.426
C 2.56586 2.70845 0.21708 2.1 0.5 -1.1 0.651
C 2.28331 3.92778 1.01282 -1.4 0.9 1.0 -1.487
O 1.30471 2.18618 -0.29772 1.2 0.3 0.2 -0.390
H 4.53419 3.43402 -0.49207 -0.1 0.0 0.1 0.425
H 3.21454 3.80833 -1.60245 -0.1 0.3 0.2 0.344
H 3.84983 2.21623 -1.58270 0.1 -0.2 0.3 0.366
H 3.08363 2.03404 0.89911 -0.7 -0.8 -0.2 0.060
H 2.06080 4.80704 0.40826 0.3 0.1 -0.2 0.379
H 2.97062 4.18514 1.81872 0.4 -0.1 -0.4 0.383
H 1.35299 3.73113 1.54567 -0.2 0.0 0.2 0.361
H 0.92739 2.95970 -0.72302 -0.6 0.0 -0.3 0.205
C 2.76060 -2.21616 0.26806 -1.2 -3.6 0.2 -0.318
O 2.70441 -0.91028 0.58538 0.3 3.7 0.4 -0.474
H 3.30104 -2.83377 0.98540 0.3 0.1 0.1 0.353
H 1.71223 -2.48448 0.39857 -0.1 -0.9 -0.3 -0.160
H 3.04061 -2.54838 -0.73160 0.3 0.7 -0.2 0.301
H 3.51891 -0.52738 0.91943 0.2 -0.1 -0.1 0.252
C 1.73538 0.89635 -3.01547 -0.3 1.0 -0.6 -0.560
O 0.34310 0.70730 -2.77949 -0.1 -0.1 0.0 -0.453
H 2.31491 0.90438 -2.09233 -0.1 -0.8 -0.4 -0.088
H 1.96619 0.23165 -3.84794 1.0 -0.3 0.5 0.408
H 1.78390 1.90648 -3.42215 0.7 0.3 0.0 0.353
H 0.06089 0.93311 -3.66885 -1.1 -0.2 0.1 0.262



| no. | DFT total energy (hartree) | largest force on an atom (eV/A) |
| --- | --- | --- |
| 1 | -2207.6481 | 0.31 |
| 2 | -410.7827 | 11.35 |
| 3 | -1651.9645 | 3.82 |